ORCA calculation (ωB97M-V/def2-TZVPD) on a molecular structure, C39H92MgN5O6.

Structure (XYZ):
```
143
Properties=species:S:1:pos:R:3:forces:R:3:mulliken_charge:R:1
Mg 2.217583 -0.795788 2.532524 -2.0 3.5 -1.4 1.21
C -0.295508 -0.206875 0.411431 0.3 -1.3 0.3 0.16
O 0.853440 -0.537648 1.119927 2.1 -0.8 1.6 -0.28
H -0.221885 0.762597 -0.090733 0.0 0.2 0.2 -0.09
H -0.444806 -0.977194 -0.360307 -0.3 0.2 -0.2 -0.15
H -1.158374 -0.254372 1.086793 -0.2 0.4 -0.3 0.10
C -0.038705 1.907909 -3.471169 0.1 0.6 0.9 -1.28
C 1.388212 1.877133 -2.921171 0.2 0.6 0.1 0.30
C 1.605707 3.076215 -1.990160 0.2 -0.3 0.9 -0.92
N 2.961092 3.222063 -1.305112 1.4 -0.7 -0.4 0.78
C 4.042341 3.306933 -2.409248 0.5 1.6 0.5 -0.65
C 5.435571 3.683281 -1.866392 0.3 -1.2 0.6 -0.70
C 5.473414 4.823145 -0.856338 0.5 1.0 -0.2 -0.93
C 4.340515 4.762916 0.147828 0.5 -0.5 -0.4 -0.72
C 3.005614 4.527236 -0.535294 -0.3 0.4 0.4 -0.33
C 3.313415 2.058751 -0.399914 -0.3 -0.6 -0.7 -0.97
H -0.145486 2.879680 -3.957328 -0.3 -0.3 -0.5 0.51
H -0.775341 1.900372 -2.663293 0.0 -0.2 0.0 0.19
H -0.256627 1.078448 -4.136101 0.0 0.2 -0.2 0.07
H 2.025546 1.991235 -3.799519 0.4 -0.4 0.2 0.60
H 1.603719 0.985486 -2.330151 0.1 -0.2 -0.4 -0.12
H 0.927295 2.979670 -1.139220 -0.2 0.2 -0.1 0.10
H 1.450829 4.028326 -2.495639 -0.1 0.0 -0.1 0.47
H 3.755697 4.168723 -3.014823 -0.4 -0.3 -0.3 0.37
H 4.038278 2.376787 -2.967504 0.0 0.1 0.0 0.43
H 6.156860 3.876590 -2.661378 -0.5 0.2 -0.4 0.47
H 5.880103 2.780864 -1.430403 -0.1 0.0 0.3 0.32
H 5.523502 5.804846 -1.337504 -0.4 -0.1 -0.3 0.34
H 6.434511 4.819942 -0.338715 0.0 -0.3 0.1 0.44
H 4.295209 5.634800 0.797801 -0.1 0.1 -0.2 0.54
H 4.593167 3.920933 0.795316 -0.5 0.2 0.3 0.16
H 2.732071 5.276251 -1.281173 0.4 0.2 0.0 0.50
H 2.238802 4.583841 0.237343 -0.3 -0.7 -0.1 0.11
H 2.479482 1.837969 0.264018 0.1 0.2 0.2 0.03
H 4.258743 2.187177 0.116943 -0.3 0.6 0.2 0.68
H 3.547311 1.178499 -1.003613 -0.5 0.1 -0.3 0.22
C -2.375391 -4.651053 -3.494298 0.5 -1.1 -0.6 -1.41
C -1.684234 -3.412690 -4.044431 -0.9 1.8 0.7 -0.17
C -0.260936 -3.643823 -4.533266 0.4 -0.2 0.1 -0.48
N 0.598577 -2.412520 -4.813925 -1.4 0.6 -0.2 0.26
C 0.793352 -1.509497 -3.598548 1.7 -0.6 -0.3 -0.93
C 1.683199 -2.190662 -2.575118 0.0 0.7 0.4 -0.09
C 3.075141 -2.445602 -3.159919 -0.3 -0.3 0.2 -0.95
C 2.939916 -3.293633 -4.410951 0.7 -1.3 0.4 -0.78
C 1.946204 -2.812157 -5.432825 -0.2 0.9 -0.3 -0.68
C -0.144211 -1.551219 -5.817198 1.0 -0.3 0.1 -1.15
H -3.462413 -4.690588 -3.448066 0.0 0.8 -0.2 0.43
H -2.032554 -4.944511 -2.499811 0.3 0.1 -0.1 0.17
H -2.125474 -5.455730 -4.193196 0.0 -0.3 0.3 0.40
H -1.742487 -2.608481 -3.295425 0.5 -0.2 0.3 0.21
H -2.292989 -2.925638 -4.809951 0.0 -0.7 -0.4 0.39
H -0.301246 -4.179121 -5.481560 0.2 -0.1 0.0 0.55
H 0.324338 -4.225068 -3.822000 -0.2 -0.2 0.0 0.23
H -0.121713 -1.078017 -3.202391 -0.3 -0.4 -0.3 0.79
H 1.437567 -0.701936 -3.953456 -0.4 0.2 -0.3 0.40
H 1.204724 -3.088989 -2.181833 0.2 -0.2 0.0 0.11
H 1.783546 -1.507888 -1.724251 -0.2 0.0 0.1 -0.14
H 3.654880 -2.949041 -2.384606 0.1 -0.3 -0.3 0.47
H 3.657733 -1.547329 -3.381711 -0.5 0.3 0.0 0.27
H 2.709317 -4.319673 -4.100242 -0.5 0.1 0.0 0.34
H 3.922084 -3.486548 -4.848916 -0.1 0.5 -0.4 0.52
H 1.791678 -3.514011 -6.253115 -0.4 -0.4 0.4 0.48
H 2.235362 -1.914886 -5.986626 0.4 0.2 0.5 0.45
H 0.424728 -0.625502 -5.878276 -0.3 0.1 -0.1 0.50
H -1.147741 -1.399584 -5.438553 0.0 0.1 -0.3 0.42
H -0.077831 -2.036225 -6.788835 -0.5 -0.1 0.0 0.33
C 2.052873 -6.086913 -0.526327 0.5 0.9 -0.8 -1.27
C 1.553604 -5.833790 0.895669 0.8 0.0 -0.5 -0.55
C 0.472157 -4.784951 0.978077 -0.5 0.4 0.2 -0.11
N -0.276626 -4.847171 2.292017 -1.1 0.6 1.0 0.03
C -1.221100 -6.074104 2.384494 -0.2 0.2 0.5 -0.68
C -2.422414 -6.042069 1.435613 0.1 -0.3 -0.5 -0.66
C -3.169776 -4.703436 1.291180 0.4 0.1 0.7 -0.91
C -2.213181 -3.532490 1.306143 0.6 1.1 0.0 -0.41
C -1.163093 -3.598101 2.423839 -0.6 -0.6 -0.2 -0.59
C 0.602783 -4.906892 3.518094 0.1 -0.4 -0.9 -0.82
H 2.848958 -6.816524 -0.679935 -0.6 -0.7 0.6 0.41
H 2.648857 -5.234930 -0.882227 -0.6 0.5 0.1 0.12
H 1.240916 -6.236439 -1.238783 0.1 -0.3 0.0 0.38
H 2.418814 -5.422254 1.420234 0.0 -0.4 0.4 0.43
H 1.218283 -6.754532 1.370461 0.2 -0.1 0.0 0.36
H -0.297496 -4.797420 0.206281 0.1 -0.7 -0.1 0.07
H 0.854767 -3.760675 0.900778 0.2 0.0 0.2 0.15
H -0.582455 -6.954782 2.329839 -0.1 0.0 -0.7 0.57
H -1.600574 -6.177601 3.404186 0.2 0.8 0.2 0.53
H -2.072465 -6.455152 0.488975 -0.4 0.1 -0.2 0.27
H -3.167515 -6.715114 1.859471 0.3 -0.5 -0.2 0.47
H -3.833425 -4.623840 0.431556 0.3 -0.4 -0.2 0.37
H -3.860006 -4.599425 2.132842 0.1 0.0 0.2 0.36
H -1.710827 -3.372072 0.349193 -0.1 -0.1 -0.1 0.04
H -2.764007 -2.605339 1.490180 0.0 0.0 -0.1 0.54
H -0.534728 -2.699724 2.505121 0.0 -0.3 -0.4 0.33
H -1.730328 -3.672990 3.354660 0.4 -0.3 0.2 0.42
H -0.074930 -5.046112 4.353244 0.3 0.1 0.2 0.41
H 1.231044 -4.021097 3.621199 -0.3 0.2 -0.1 0.25
H 1.298484 -5.733436 3.395628 -0.2 -0.2 0.3 0.42
C -0.837850 6.527731 -0.594427 -1.2 0.2 0.4 -1.06
N -2.123325 5.856970 -1.067151 1.6 0.6 -1.5 0.30
C -2.922395 6.856659 -1.846916 -1.0 0.0 -0.5 -1.01
C -1.641129 4.826866 -2.075907 -1.3 -1.1 0.7 -1.13
C -2.880518 5.225628 0.073209 0.0 -0.5 -0.5 -0.34
C -3.838372 6.139623 0.812656 -0.2 0.7 0.3 -1.08
O -3.335215 7.339341 1.361603 0.6 -0.4 -0.5 -0.46
H -1.178060 7.268232 0.127837 0.5 -0.1 0.2 0.43
H -0.359286 7.031266 -1.429926 -0.1 -0.1 -0.1 0.41
H -0.203543 5.738399 -0.198205 0.1 0.2 0.3 0.46
H -3.351914 7.654897 -1.245183 0.5 0.0 0.3 0.39
H -3.755811 6.336368 -2.321886 0.0 -0.1 0.1 0.46
H -2.340338 7.277832 -2.664102 0.3 0.0 0.2 0.40
H -1.342215 3.923075 -1.542873 0.4 0.3 0.3 0.31
H -0.849775 5.187394 -2.722896 -0.1 0.4 0.1 0.44
H -2.501275 4.470087 -2.642825 0.0 0.4 -0.3 0.44
H -2.132409 4.690111 0.660071 0.0 0.2 0.2 0.40
H -3.548985 4.486099 -0.375083 0.2 -0.2 -0.1 0.37
H -4.326247 5.592149 1.623063 -0.1 -0.4 -0.4 0.48
H -4.583635 6.414660 0.065077 -0.3 0.1 0.4 0.46
H -2.863900 7.127116 2.175863 -0.1 0.3 0.1 0.32
C -1.137862 0.798935 6.529831 -1.2 -0.8 0.0 -0.90
N -2.304855 0.607056 5.555608 1.0 1.4 -0.2 -0.12
C -2.755625 2.034951 5.272095 -0.6 -0.6 0.4 -0.91
C -1.733918 -0.024726 4.317902 -0.2 0.9 0.0 -0.95
C -3.480065 -0.130293 6.150631 1.3 -0.1 1.3 -0.31
C -3.153436 -1.538863 6.647086 -0.7 -0.6 -0.4 -0.82
O -2.952528 -2.387596 5.513330 0.1 -0.1 0.0 -0.43
H -1.560949 1.190271 7.452837 0.1 0.0 0.1 0.38
H -0.433620 1.509480 6.104546 0.2 -0.2 -0.1 0.40
H -0.755607 -0.204289 6.693811 0.5 0.2 0.2 0.45
H -3.665329 2.022669 4.673708 0.3 0.0 -0.4 0.40
H -1.923538 2.597869 4.860239 -0.1 0.0 -0.2 0.33
H -3.051057 2.461809 6.229444 0.2 0.1 0.0 0.47
H -1.172648 -0.906659 4.603556 -0.2 -0.2 -0.1 0.41
H -1.079013 0.722800 3.866683 0.2 -0.1 0.1 0.31
H -2.528601 -0.215710 3.599460 -0.1 -0.3 0.2 0.36
H -4.246613 -0.114873 5.379548 -0.2 -0.1 0.2 0.38
H -3.737268 0.462323 7.030532 -0.5 0.1 -0.2 0.41
H -3.974804 -1.898186 7.276742 -0.4 0.2 -0.4 0.42
H -2.332568 -1.712487 7.344662 0.4 0.7 -0.4 0.34
H -3.815974 -2.542024 5.111939 0.0 -0.2 0.1 0.32
O 1.236475 3.064881 2.259062 -0.3 -0.2 -1.4 -0.22
C 1.708689 2.324937 3.294786 -0.3 0.0 2.5 0.40
O 2.253302 1.211764 2.986761 0.8 -2.0 -1.0 -0.47
O 1.544569 2.750312 4.431324 -0.3 -0.4 -0.7 -0.64
H 0.567994 3.649399 2.635738 0.4 0.3 0.2 0.21
```
Positions in Å, forces in eV/Å.

Computed properties:
HOMO energy, eV: -19.66
E_LUMO, eV: -13.30
Energy, Ha: -2464.66572
Net charge: +5